No. 1
Computed, not measured: a structure of composition C37H44AlClO2S2Sb, with ωB97M-V/def2-TZVPD.

max |F|: 0.3 eV/A
charge: +1
relative energy (zero: lowest compared OMol25 entry of this formula, charge and spin): 0.000 eV
E_HOMO: -10.26 eV

Atoms and positions in Å:
Al1 -0.1276 1.5753 1.0496
O1 -0.4303 1.4121 2.9014
S1 -1.0130 0.7498 4.1399
C1 -2.4757 -0.1744 3.6095
C2 -2.2366 -1.4668 2.8321
C3 -3.3339 -1.7614 1.8014
C4 -3.5619 -0.7143 0.7141
S2 -2.1740 -0.3090 -0.3593
O2 -1.0858 0.0787 0.6567
C5 -1.6497 -1.9141 -0.9012
C6 -0.5854 -2.5620 -0.2980
C7 -0.2130 -3.8102 -0.7763
C8 -0.8996 -4.3870 -1.8365
C9 -1.9588 -3.7171 -2.4372
C10 -2.3354 -2.4652 -1.9763
C11 0.0864 -0.5862 4.5357
C12 -0.1897 -1.3126 5.6866
C13 0.6479 -2.3606 6.0294
C14 1.7537 -2.6517 5.2381
C15 2.0265 -1.8959 4.1064
C16 1.1890 -0.8501 3.7419
H1 -3.0330 0.5788 3.0474
H2 -3.0252 -0.3435 4.5388
H3 -2.1911 -2.3019 3.5318
H4 -1.2689 -1.4285 2.3395
H5 -4.2945 -1.8726 2.3127
H6 -3.1212 -2.7275 1.3394
H7 -3.8575 0.2645 1.1043
H8 -4.3566 -1.0230 0.0300
H9 -0.0431 -2.0875 0.5086
H10 0.6214 -4.3289 -0.3239
H11 -0.6005 -5.3581 -2.2064
H12 -2.4825 -4.1616 -3.2721
H13 -3.1432 -1.9247 -2.4563
H14 -1.0371 -1.0601 6.3141
H15 0.4480 -2.9385 6.9210
H16 2.4131 -3.4626 5.5158
H17 2.9048 -2.1068 3.5111
H18 1.4105 -0.2413 2.8719
C17 1.7239 1.1530 0.7911
C18 2.8536 0.7945 0.5295
C19 4.1812 0.3927 0.1576
C20 4.5067 -0.9600 0.0408
C21 5.7766 -1.3396 -0.3620
C22 6.7319 -0.3754 -0.6543
C23 6.4154 0.9716 -0.5393
C24 5.1478 1.3577 -0.1342
H19 3.7511 -1.7063 0.2537
H20 6.0218 -2.3894 -0.4527
H21 7.7224 -0.6735 -0.9706
H22 7.1585 1.7243 -0.7657
H23 4.8955 2.4060 -0.0406
Cl1 -6.9367 2.0938 0.8496
C25 -5.2463 2.4875 0.8003
C26 -4.5741 2.7898 1.9728
C27 -3.2156 3.0758 1.9300
C28 -2.5009 3.0692 0.7290
C29 -1.0204 3.2970 0.6862
C30 -3.2180 2.7858 -0.4389
C31 -4.5749 2.4983 -0.4128
H24 -5.1158 2.8151 2.9096
H25 -2.7004 3.3346 2.8488
H26 -0.7089 3.9926 1.4696
H27 -0.7263 3.7179 -0.2759
H28 -2.6960 2.7985 -1.3897
H29 -5.1138 2.2887 -1.3274
C32 -1.2101 2.3182 -4.6434
C33 -0.4678 1.0243 -4.3102
Sb1 0.4560 1.1305 -2.3610
C34 1.9287 2.6248 -2.8185
C35 2.8705 2.2645 -3.9620
C36 1.7472 -0.5992 -2.5074
C37 1.7521 -1.3058 -3.8599
H30 -1.7019 2.2581 -5.6154
H31 -0.5304 3.1714 -4.6762
H32 -1.9807 2.5440 -3.9019
H33 0.2917 0.8050 -5.0599
H34 -1.1552 0.1751 -4.2979
H35 2.4802 2.7788 -1.8881
H36 1.3888 3.5525 -3.0182
H37 3.4669 1.3839 -3.7177
H38 3.5631 3.0817 -4.1712
H39 2.3277 2.0543 -4.8854
H40 1.4450 -1.2853 -1.7162
H41 2.7456 -0.2479 -2.2449
H42 0.7641 -1.6923 -4.1172
H43 2.4436 -2.1513 -3.8526
H44 2.0607 -0.6393 -4.6651

Here are the Löwdin charges for atoms 1 to 4, given in e: Al 0.0391; O -0.4294; S 1.1338; C -0.2837



No. 2
Computed, not measured: a structure of composition C37H44BiF7N5O16P3S3 at a distorted geometry, with ωB97M-V/def2-TZVPD.

max |F|: 2.9 eV/A
relative energy (zero: lowest compared OMol25 entry of this formula, charge and spin): 0.773 eV
E_HOMO: -7.58 eV

Atoms and positions in Å:
Bi1 -0.1249 0.0270 -0.2784
O1 3.0358 -0.2568 2.7591
C1 1.8792 -0.2861 2.3594
O2 1.4790 -0.8469 1.2955
C2 0.7933 0.3959 3.2230
P1 -0.7616 0.6248 2.2513
C3 -1.9129 -0.6669 2.8274
C4 -1.5180 -1.8393 3.4561
C5 -2.4563 -2.8049 3.7756
C6 -3.7883 -2.6160 3.4496
C7 -4.1898 -1.4417 2.8349
C8 -3.2583 -0.4682 2.5333
C9 -1.4236 2.0252 3.2532
C10 -1.8122 1.7894 4.5696
C11 -2.2420 2.8302 5.3707
C12 -2.2869 4.1208 4.8657
C13 -1.8972 4.3618 3.5592
C14 -1.4647 3.3194 2.7539
H1 1.1544 1.3741 3.5509
H2 0.6172 -0.2076 4.1168
H3 -0.4761 -2.0155 3.6716
H4 -2.1370 -3.7118 4.2676
H5 -4.5112 -3.3889 3.6649
H6 -5.2274 -1.2840 2.5798
H7 -3.5730 0.4494 2.0615
H8 -1.7767 0.7816 4.9591
H9 -2.5419 2.6330 6.3906
H10 -2.6327 4.9319 5.4912
H11 -1.9335 5.3663 3.1631
H12 -1.1620 3.4986 1.7337
N1 -3.8588 2.3382 -2.8589
C15 -2.6381 1.6059 -2.4087
C16 -2.0278 0.8458 -3.5528
P2 -1.6382 2.8792 -1.4942
O3 -0.4560 3.3263 -2.4559
O4 -2.5994 4.0043 -1.3172
O5 -1.0706 2.2344 -0.2367
P3 -3.3955 0.5606 -1.0621
O6 -3.8585 1.7293 -0.0369
O7 -4.6367 0.0295 -1.6645
O8 -2.3914 -0.3177 -0.3550
H13 -3.8437 2.5698 -3.8525
H14 -3.8131 3.2120 -2.2576
H15 -4.6410 1.6893 -2.6058
H16 -1.5949 1.5240 -4.2915
H17 -2.7804 0.2103 -4.0196
H18 -1.2374 0.1936 -3.1894
H19 0.1154 2.5199 -2.5292
H20 -3.1031 2.1104 0.4198
F1 -0.1580 -3.1623 -4.7255
C17 0.4488 -3.4987 -3.5827
F2 1.6566 -2.9511 -3.6073
F3 0.6390 -4.8249 -3.6145
S1 -0.6847 -3.0707 -2.1281
O9 -0.8188 -1.6436 -2.1469
O10 -1.8486 -3.8224 -2.4543
N2 0.1403 -3.6869 -0.9247
S2 -0.5085 -3.4439 0.4784
O11 -1.5356 -4.3472 0.8739
O12 -0.7435 -2.0580 0.7955
C18 0.9213 -4.0563 1.5801
F4 1.1000 -5.3529 1.2904
F5 2.1148 -3.4834 1.4508
F6 0.6002 -3.9934 2.8757
F7 6.0410 2.2120 3.2148
C19 5.6538 2.5953 1.9691
C20 4.5022 2.0615 1.4386
C21 4.1224 2.3737 0.1350
C22 2.8489 1.8663 -0.4338
O13 1.9030 1.5669 0.2950
C23 2.8989 1.8015 -1.8745
C24 3.7957 2.5465 -2.5536
N3 4.7020 3.3809 -1.9656
C25 5.3540 4.3651 -2.7720
C26 4.4897 5.2144 -3.6559
C27 5.1355 5.8144 -2.4465
C28 4.9607 3.2133 -0.6312
C29 6.0714 3.8181 -0.0314
C30 6.4380 3.5210 1.2702
N4 7.5880 4.1640 1.8084
C31 7.7173 4.2629 3.2431
C32 8.6419 5.4333 3.5685
N5 9.9667 5.1668 2.9441
C33 9.8218 5.0328 1.4703
C34 8.8610 3.8778 1.1874
C35 1.9465 0.9786 -2.7754
O14 2.4565 0.4338 -3.7365
O15 0.7277 1.0700 -2.4709
H21 3.9322 1.3417 2.0149
H22 3.8137 2.5172 -3.6335
H23 6.3262 4.0626 -3.1510
H24 3.4260 5.0393 -3.6220
H25 4.8621 5.4792 -4.6328
H26 4.5039 6.0405 -1.6022
H27 5.9543 6.5040 -2.5834
H28 6.6671 4.5142 -0.6005
H29 8.1235 3.3467 3.7015
H30 6.7378 4.4562 3.6778
H31 8.7614 5.5413 4.6469
H32 8.2423 6.3553 3.1451
H33 10.3170 4.2719 3.3142
H34 10.6374 5.9051 3.1798
H35 10.7994 4.8509 1.0206
H36 9.4052 5.9643 1.0840
H37 9.3047 2.9383 1.5642
H38 8.7275 3.7755 0.1117
C36 4.3103 -1.1830 -1.7525
S3 2.9756 -1.8724 -0.6492
C37 3.2820 -3.6091 -1.2072
O16 1.7238 -1.4660 -1.3226
H39 5.1633 -1.8481 -1.7665
H40 4.6130 -0.2153 -1.3678
H41 3.8823 -1.0590 -2.7403
H42 4.0788 -4.0051 -0.5878
H43 3.5526 -3.6280 -2.2546
H44 2.3614 -4.1616 -1.0490

Here are the Löwdin charges for atoms 1 to 4, given in e: Bi 1.9742; O 0.0004; C -0.7254; O -0.3030



No. 3
Computed, not measured: a structure of composition C37H44ClInN8O8PS, with ωB97M-V/def2-TZVPD.

max |F|: 0.6 eV/A
charge: -1
relative energy (zero: lowest compared OMol25 entry of this formula, charge and spin): 0.000 eV
E_HOMO: -5.22 eV

Atoms and positions in Å:
In1 -0.4224 0.2408 0.2230
Cl1 -1.1616 -6.8664 -1.9659
C1 -1.1031 -5.2995 -1.1965
C2 -1.4157 -5.1875 0.1690
C3 -1.3724 -3.9707 0.7823
C4 -1.0084 -2.7817 0.0848
O1 -0.9942 -1.6874 0.7482
C5 -0.7153 -2.9133 -1.3045
C6 -0.3799 -1.8433 -2.1785
N1 -0.2399 -0.5870 -1.9054
C7 0.0852 0.3213 -2.9251
C8 0.2732 0.0140 -4.2544
C9 0.5916 0.9999 -5.2063
C10 0.7197 2.3111 -4.8523
C11 0.5345 2.6813 -3.5027
C12 0.6332 4.0201 -3.0576
C13 0.4371 4.3173 -1.7418
C14 0.1524 3.2660 -0.8475
N2 0.0624 2.0213 -1.2366
C15 0.2307 1.6940 -2.5402
C16 -0.7690 -4.1913 -1.9111
H1 -1.6875 -6.0745 0.7266
H2 -1.6104 -3.8640 1.8323
H3 -0.2297 -2.1754 -3.2058
H4 0.1712 -1.0021 -4.6056
H5 0.7268 0.7002 -6.2378
H6 0.9518 3.0736 -5.5855
H7 0.8599 4.7963 -3.7794
H8 0.5022 5.3303 -1.3699
H9 0.0029 3.4440 0.2118
H10 -0.5412 -4.2822 -2.9667
C17 -7.5502 4.6969 -2.0600
C18 -6.5940 3.5939 -1.6928
C19 -7.0476 2.3985 -1.1505
C20 -6.1607 1.3837 -0.8095
C21 -4.8050 1.5619 -1.0153
C22 -4.3324 2.7522 -1.5539
C23 -5.2222 3.7568 -1.8884
S1 -3.6479 0.2536 -0.6325
O2 -4.3872 -0.6863 0.1782
O3 -3.1325 -0.2105 -1.9016
N3 -2.4830 1.0048 0.1273
C24 -2.8001 1.4366 1.4911
C25 -1.5773 2.0982 2.1376
O4 -1.7390 2.9483 2.9988
O5 -0.4114 1.6921 1.7298
H11 -8.5750 4.4322 -1.8003
H12 -7.5176 4.9045 -3.1316
H13 -7.2993 5.6237 -1.5405
H14 -8.1100 2.2579 -0.9852
H15 -6.5063 0.4550 -0.3752
H16 -3.2658 2.8806 -1.6942
H17 -4.8497 4.6873 -2.3035
H18 -3.0848 0.5906 2.1300
H19 -3.6130 2.1674 1.5188
O6 3.2727 -3.9891 2.0461
C26 2.2619 -3.7590 1.3500
O7 1.9349 -2.6791 0.8009
H20 1.5657 -4.6213 1.1828
C27 4.3354 -2.5928 -0.6352
N4 3.8014 -1.2880 -1.0038
C28 3.2259 -1.2774 -2.3408
P1 3.1868 -0.1863 0.0562
O8 1.7173 0.0711 0.0891
N5 3.8461 1.2126 -0.6037
C29 3.4271 2.4769 -0.0286
C30 5.0906 1.3011 -1.3298
N6 3.8103 -0.3227 1.5627
C31 3.0142 -0.7345 2.7168
C32 5.2413 -0.4971 1.7400
H21 3.6317 -3.3824 -0.8971
H22 4.5025 -2.6730 0.4333
H23 5.2748 -2.7506 -1.1791
H24 2.3540 -1.9385 -2.3921
H25 3.9738 -1.6313 -3.0566
H26 2.9252 -0.2686 -2.6243
H27 2.5737 2.3321 0.6312
H28 3.1399 3.1840 -0.8148
H29 4.2382 2.9323 0.5545
H30 5.4130 0.3153 -1.6557
H31 5.8884 1.7441 -0.7163
H32 4.9721 1.9367 -2.2158
H33 1.9718 -0.4838 2.5488
H34 3.3668 -0.1672 3.5844
H35 3.1095 -1.8059 2.8982
H36 5.7796 -0.2477 0.8251
H37 5.4817 -1.5281 2.0165
H38 5.5959 0.1643 2.5366
N7 0.2194 -2.5713 7.2290
C33 -0.0472 -1.9874 5.9950
C34 0.3610 -2.5908 4.8076
C35 0.1033 -1.9490 3.6093
N8 -0.5018 -0.7644 3.5152
C36 -0.8787 -0.1881 4.6539
C37 -0.6863 -0.7523 5.9044
H39 0.3870 -3.5635 7.2079
H40 -0.3848 -2.2874 7.9820
H41 0.8847 -3.5397 4.8085
H42 0.4122 -2.3937 2.6699
H43 -1.3492 0.7868 4.5654
H44 -1.0160 -0.2302 6.7951

Here are the Löwdin charges for atoms 1 to 4, given in e: In 0.7895; Cl 0.6117; C -0.6731; C -0.0955



No. 4
Computed, not measured: a cluster of 7 separate species, C37H44N11OS in total at a distorted geometry, with ωB97M-V/def2-TZVPD.

max |F|: 8.6 eV/A
charge: +1
relative energy (zero: lowest compared OMol25 entry of this formula, charge and spin): 4.032 eV
E_HOMO: -10.47 eV

Atoms and positions in Å:
N1 1.9231 -0.9435 0.0760
C1 2.6855 0.2871 -0.3675
N2 3.7788 0.6529 0.4221
N3 2.2168 1.0872 -1.5858
C2 3.1481 2.2257 -1.9092
C3 2.9250 3.6133 -1.0965
C4 1.7917 3.6304 0.0672
C5 0.5656 4.7310 -0.2214
S1 -0.9101 4.1549 0.8455
C6 -1.9176 2.9078 -0.1604
N4 -2.6015 1.6271 0.2934
N5 -3.2285 0.9304 -0.7592
C7 -2.9458 1.8157 -1.9648
O1 -2.1746 3.0209 -1.6055
H1 1.0452 -0.6553 0.5915
H2 1.6379 -1.4219 -0.8086
H3 4.7281 0.2863 0.1417
H4 3.6524 1.3406 1.2239
H5 1.2174 1.3757 -1.4989
H6 4.3010 1.9266 -1.8292
H7 2.9892 2.4706 -3.0669
H8 3.9656 3.9002 -0.5915
H9 2.7201 4.4773 -1.8930
H10 1.3161 2.6056 0.3578
H11 2.3184 4.0380 1.0575
H12 0.2787 4.7415 -1.3556
H13 0.8979 5.8252 0.1142
H14 -3.3040 1.5481 -3.0654
N6 1.7092 -0.7175 2.7907
C8 1.0647 0.4148 3.1484
C9 1.1945 1.0158 4.3902
C10 2.0330 0.4191 5.3258
C11 2.7090 -0.7487 4.9877
C12 2.5177 -1.2728 3.7194
H15 0.4197 0.8405 2.3853
H16 0.6546 1.9268 4.6224
H17 2.1589 0.8605 6.3102
H18 3.3692 -1.2384 5.6945
H19 3.0258 -2.1807 3.4066
N7 -7.8647 -2.0651 0.4110
C13 -6.6521 -1.5561 0.1016
C14 -6.4636 -0.3105 -0.4754
C15 -7.5860 0.4611 -0.7570
C16 -8.8487 -0.0365 -0.4516
C17 -8.9356 -1.2922 0.1277
H20 -5.8077 -2.1972 0.3374
H21 -5.4659 0.0492 -0.7003
H22 -7.4780 1.4421 -1.2104
H23 -9.7431 0.5399 -0.6591
H24 -9.8985 -1.7229 0.3880
N8 6.1274 0.6821 -3.2042
C18 7.0016 1.2314 -4.0757
C19 7.0172 0.9495 -5.4324
C20 6.0826 0.0463 -5.9277
C21 5.1704 -0.5374 -5.0547
C22 5.2309 -0.1897 -3.7148
H25 7.7129 1.9272 -3.6405
H26 7.7407 1.4223 -6.0867
H27 6.0650 -0.2005 -6.9852
H28 4.4300 -1.2454 -5.4093
H29 4.5381 -0.6155 -2.9943
N9 -0.4358 2.8232 7.2277
C23 -0.3953 2.6866 8.5712
C24 -1.4522 2.2088 9.3294
C25 -2.6251 1.8521 8.6725
C26 -2.6981 1.9832 7.2896
C27 -1.5871 2.4672 6.6177
H30 0.5402 2.9812 9.0380
H31 -1.3631 2.1174 10.4060
H32 -3.4752 1.4748 9.2334
H33 -3.5980 1.7144 6.7482
H34 -1.5934 2.5843 5.5376
N10 9.5147 -3.5426 -5.5511
C28 8.8702 -2.4103 -5.1934
C29 9.0000 -1.8093 -3.9516
C30 9.8385 -2.4060 -3.0160
C31 10.5145 -3.5738 -3.3541
C32 10.3232 -4.0979 -4.6224
H35 8.2252 -1.9846 -5.9565
H36 8.4601 -0.8983 -3.7194
H37 9.9645 -1.9646 -2.0316
H38 11.1747 -4.0635 -2.6473
H39 10.8313 -5.0058 -4.9353
N11 -12.1231 -5.4555 -0.3506
C33 -12.5775 -5.3740 -1.6204
C34 -11.9048 -4.7181 -2.6389
C35 -10.6934 -4.1041 -2.3389
C36 -10.2003 -4.1690 -1.0398
C37 -10.9435 -4.8512 -0.0900
H40 -13.5282 -5.8660 -1.8037
H41 -12.3155 -4.6865 -3.6417
H42 -10.1381 -3.5794 -3.1109
H43 -9.2596 -3.7004 -0.7737
H44 -10.5991 -4.9331 0.9371

Here are the Löwdin charges for atoms 1 to 4, given in e: N 0.1072; C -0.1866; N 0.1155; N 0.0761



Result set for Kohn-Sham gap: 0.294; 0.203; 0.245; 0.189 hartree, one per record in the order listed.